Record 1
C46H43F5N7O4STi as an isolated structure. Source: OMol25; level of theory: ωB97M-V/def2-TZVPD.

Structure (ORCA input):
```
! wB97M-V def2-TZVPD RIJCOSX def2/J DEFGRID3
* xyz 1 1
H -4.021 1.396 -3.892
H 0.200 -1.390 -3.644
H 5.633 0.535 -2.500
H -2.570 2.120 2.273
H 3.797 -2.990 2.174
H -5.262 -1.519 3.145
C 2.818 -2.676 1.810
C 2.271 0.701 -2.073
N -1.952 0.213 6.366
C 0.514 1.177 -3.590
C 1.543 4.987 1.433
C -5.474 -0.653 9.637
H 3.402 2.238 0.705
C -1.279 -2.450 -1.841
C 0.779 2.943 0.368
H 4.593 -3.116 -0.329
H 2.921 -3.366 -0.936
F -1.117 -6.005 -1.199
C -3.683 -0.258 8.059
C 1.161 -1.100 -3.239
N 0.016 0.371 1.868
O 1.731 -1.050 0.013
H 0.286 5.808 2.972
O -1.683 0.676 -1.699
C -4.441 -1.447 1.178
C -1.406 -3.820 -2.037
C -0.446 3.146 1.021
H 2.609 3.988 -0.103
C -2.835 0.057 9.126
H -2.646 0.257 11.253
H 2.276 -2.166 2.605
F -1.922 -4.296 -3.172
C -2.924 0.836 -2.168
H 3.954 -2.061 -1.614
C 0.480 0.786 4.593
C -6.308 -0.708 12.314
H -2.880 0.066 -4.146
C 3.494 0.399 -2.649
H -1.810 0.330 8.916
C -3.026 1.030 -3.654
C 3.405 1.761 -0.263
C -2.211 -0.332 2.255
C -0.778 0.366 4.146
H 5.540 1.680 -0.294
H -1.081 3.138 -1.519
C -4.417 -1.234 2.531
S 3.085 -1.480 0.501
C 1.722 3.966 0.508
C -1.006 -4.689 -1.044
N -3.867 -0.604 5.594
N 1.021 0.217 -2.606
H -5.692 -0.851 7.538
C -4.997 -0.608 8.335
F -0.050 -2.368 1.512
F -0.167 -4.973 1.141
H 2.474 1.266 3.961
H 2.241 -3.527 1.454
H -0.385 0.772 -4.042
H 2.312 5.742 1.530
C -3.346 -1.060 0.403
C -3.270 -0.674 3.110
C -1.887 0.085 5.006
Ti -0.494 0.312 -0.331
H 0.640 0.948 5.651
C -0.522 -4.157 0.141
C -3.153 -0.205 6.696
O -4.973 -0.350 11.989
N -2.278 -0.473 0.916
C 1.206 0.742 2.317
C -1.876 3.231 -0.785
H -3.344 -1.245 -0.656
C 3.700 -2.632 -0.723
H -6.532 -1.726 11.988
C -3.294 0.018 10.421
H 0.283 2.123 -3.100
H 3.531 -0.150 -3.580
O -3.897 0.828 -1.450
C -3.061 -0.420 4.498
C 2.201 1.468 -0.910
N -1.551 2.417 0.434
N 0.910 1.761 -0.396
H -3.507 1.767 0.791
H -1.557 4.241 2.491
H -3.201 3.439 1.287
F -1.783 -1.700 -2.851
C -0.615 4.135 1.972
H -6.378 -0.652 13.395
C -2.779 2.431 1.253
H -5.291 -1.905 0.693
H -7.022 -0.012 11.867
C 1.479 0.959 3.668
C -4.618 -0.339 10.688
H -4.800 -0.977 5.606
C 4.683 0.775 -2.040
C 4.630 1.428 -0.823
H -2.273 1.722 -4.019
C 0.411 5.037 2.224
C -0.433 -2.787 0.283
C -0.739 -1.866 -0.710
H -1.968 4.278 -0.486
H 1.976 0.867 1.573
H 1.869 -1.093 -4.073
H 1.475 -1.829 -2.495
C -0.963 0.167 2.774
H -2.825 2.910 -1.197
H -6.502 -0.929 9.816
H 1.256 1.357 -4.375
*
```

Frontier orbital gap, eV: 6.6
E_HOMO, eV: -9.89
LUMO energy, eV: -3.29
ΔE to the lowest compared entry with this formula, charge and spin, eV: 0.559

=====

Record 2
C46H44AuN3P2S2 as an isolated structure at a distorted geometry. Source: OMol25; level of theory: ωB97M-V/def2-TZVPD.

Structure (ORCA input):
```
! wB97M-V def2-TZVPD RIJCOSX def2/J DEFGRID3
* xyz 2 1
C -2.929 -1.454 -2.944
C 0.109 -0.006 2.272
S -0.180 3.054 0.718
C -6.322 1.710 0.468
C -2.650 -3.875 1.902
N -0.433 5.679 0.095
H -6.309 -0.246 1.386
H -10.038 1.825 1.529
H -6.452 0.599 -2.023
C -4.232 3.127 -3.926
H -4.745 -0.654 -0.443
C -1.900 -0.512 -4.908
C -5.804 1.281 -2.562
C 4.026 0.033 -4.379
C -7.098 2.841 0.205
C -2.254 -0.522 -2.161
C 0.866 -0.013 4.898
C -1.393 0.403 -2.756
H 4.661 1.308 -6.005
C -1.850 -4.763 1.197
H -3.266 -2.164 -4.931
C -5.976 1.470 -3.924
C -2.751 -1.439 -4.316
C 2.925 0.024 -2.080
H -3.322 3.521 -2.014
H -1.237 0.010 5.335
H -9.021 3.761 0.367
C -8.430 2.880 0.577
H 5.806 1.275 -4.671
H -2.357 5.270 0.804
C 1.091 6.030 -1.455
H -8.676 -0.173 2.014
C 4.070 0.035 -2.857
C -8.231 0.675 1.509
H -1.045 -2.797 -1.439
C 5.454 0.007 -0.842
H 4.303 2.197 -4.516
H -1.775 6.935 1.064
C -2.865 -2.594 1.416
C -6.893 0.634 1.142
H 4.302 -2.131 -4.508
H -0.660 -5.071 -0.560
C -4.082 0.025 0.102
H 1.757 4.011 -1.372
C -1.211 0.405 -4.129
H 2.039 0.903 -4.567
C 0.120 6.631 -0.740
C 4.751 -1.219 -4.906
C 3.035 0.007 -0.690
H 6.222 0.065 -2.815
H -0.544 1.122 -4.590
H -1.154 5.591 2.051
C 2.412 -0.031 1.465
C -1.497 5.886 1.062
C -4.824 2.004 -1.879
H 6.430 0.003 -0.375
C 2.593 0.026 -4.913
H 1.159 0.003 5.938
C -0.869 0.001 3.225
C 1.836 -0.038 3.911
C 5.325 0.038 -2.212
C -4.048 2.932 -2.564
P -2.381 -0.482 -0.367
H 1.939 0.015 -2.528
H 2.061 -0.878 -4.609
C 0.183 4.495 -0.094
C 4.292 -0.015 -0.079
C -0.481 0.000 4.563
S 4.126 -0.061 1.647
H -1.767 -0.507 -5.981
H 1.750 6.417 -2.211
N 2.003 0.005 0.225
H -1.672 -5.755 1.589
H -1.920 0.009 2.962
H 2.613 0.052 -6.002
C -9.000 1.794 1.230
C -1.275 -4.375 -0.006
H -5.339 2.544 -5.667
H -0.216 7.653 -0.755
H -4.153 -0.174 1.172
H -0.871 1.133 -2.136
H -3.562 -2.200 -2.478
H -6.740 0.911 -4.450
C 4.745 1.283 -4.918
C -1.490 -3.099 -0.498
C 1.467 -0.032 2.565
H -3.113 -4.179 2.831
C -5.190 2.390 -4.605
C -2.297 -2.201 0.206
H -3.640 3.866 -4.452
H -3.486 -1.920 1.992
Au -0.192 0.222 0.200
N 1.116 4.711 -1.045
P -4.588 1.814 -0.075
H -6.647 3.692 -0.294
H 4.686 -1.246 -5.994
H 2.886 -0.050 4.173
H 5.807 -1.212 -4.638
*
```

Frontier orbital gap (alpha / beta), eV: 4.7 / 4.7
E_HOMO (alpha / beta), eV: -12.43 / -12.43
LUMO energy (alpha / beta), eV: -7.72 / -7.73
ΔE to the lowest compared entry with this formula, charge and spin, eV: 0.564

=====

Record 3
C46H44Ge2IrN4O5S2 as an isolated structure. Source: OMol25; level of theory: ωB97M-V/def2-TZVPD.

Structure (ORCA input):
```
! wB97M-V def2-TZVPD RIJCOSX def2/J DEFGRID3
* xyz 0 2
C -1.070 0.355 -4.493
C 2.414 1.219 3.683
C 0.844 1.751 -4.844
H 2.839 -1.948 4.762
C 1.164 -0.331 2.289
H -4.383 -2.079 4.139
C 6.855 -0.845 1.669
H 2.146 5.543 1.910
Ge -4.169 1.644 0.415
C -2.117 -2.704 -0.488
C -3.270 -0.549 3.134
S -0.747 2.144 -0.207
C -4.549 -0.044 -0.490
H -0.639 1.296 -6.348
H -0.330 0.745 4.219
C 1.586 0.968 2.606
H 3.462 -0.984 1.566
H 6.181 0.491 -1.387
C -0.328 1.146 -5.323
H 8.886 -1.469 2.010
Ir 0.662 0.398 -0.655
C 1.748 5.165 0.974
H 8.088 -0.076 0.092
H -1.756 6.832 4.518
H 1.470 2.362 -5.478
H 0.639 3.662 1.998
H -0.736 -0.846 6.016
H 2.098 1.975 -3.122
H -2.078 -4.207 2.529
H -5.567 3.033 2.083
C 6.016 0.050 -0.415
H -3.311 4.393 1.383
H -2.556 -2.748 -1.475
H 1.274 1.779 1.962
H 2.696 7.337 1.439
C 4.477 -0.785 1.249
S 3.377 0.238 -1.021
C 8.010 -1.160 2.578
C 1.605 5.149 -1.417
C -1.101 4.788 4.509
C 2.110 5.713 -0.249
C 1.658 -1.376 3.078
H 7.756 -1.954 3.279
H -3.175 6.558 2.509
C -0.544 -1.571 1.040
O 3.553 7.183 -1.432
H 5.355 -1.548 3.037
C 0.386 3.527 -0.127
N 0.314 -0.480 1.192
C 2.478 -1.116 4.169
H -0.482 4.895 5.391
H -5.640 1.317 2.492
C 7.074 -0.271 0.420
C 3.030 6.888 -0.396
H -5.128 3.123 -1.378
C -1.459 -0.756 5.215
C -2.422 -3.628 0.492
N -1.354 -0.674 -2.360
O 3.926 0.648 -2.281
C -1.814 5.874 4.020
C -2.684 4.486 2.261
H 0.323 3.668 -2.266
C 5.545 -1.099 2.069
C 1.199 1.545 -3.536
N -0.845 -0.723 -1.141
C -1.179 3.558 3.872
H -1.971 -0.145 -4.819
H 8.289 -0.280 3.161
C 4.722 -0.207 0.011
H -4.778 -0.857 0.198
H -3.763 3.981 -0.645
C -2.599 -1.550 5.209
C -0.655 0.158 -3.158
H 1.896 5.575 -2.367
C -1.204 -1.688 -0.215
H 3.499 0.371 5.340
O 3.251 7.636 0.709
C -2.151 0.280 3.148
H -3.973 -0.503 2.313
O 2.601 1.310 -0.305
C -4.114 3.009 -0.988
H -3.464 2.678 -1.797
C -2.609 5.720 2.895
Ge -2.127 1.673 1.787
H -6.579 1.940 1.128
C 0.891 4.077 1.039
H -5.422 0.127 -1.124
C 2.856 0.177 4.492
C -1.965 3.388 2.730
N 0.473 0.788 -2.694
C 0.738 4.077 -1.357
O 2.413 -0.904 -1.081
C -1.824 -3.509 1.741
C -1.236 0.155 4.195
C -0.912 -2.501 2.016
H 1.440 -2.402 2.820
H -3.722 -0.345 -1.126
H -3.117 -4.432 0.288
H -0.536 -2.413 3.022
H -2.770 -2.258 6.010
H 2.726 2.237 3.887
H -0.596 2.734 4.266
C -3.504 -1.447 4.166
C -5.634 2.029 1.667
*
```

<S²>: 0.776
Frontier orbital gap (alpha / beta), eV: 5.9 / 6.2
E_HOMO (alpha / beta), eV: -6.22 / -6.92
LUMO energy (alpha / beta), eV: -0.29 / -0.69
ΔE to the lowest compared entry with this formula, charge and spin, eV: 0.221

=====

Record 4
C46H44N5O5PPdS as an isolated structure. Source: OMol25; level of theory: ωB97M-V/def2-TZVPD.

Structure (ORCA input):
```
! wB97M-V def2-TZVPD RIJCOSX def2/J DEFGRID3
* xyz -2 1
C -1.187 -6.418 -1.811
C 1.009 5.236 -1.630
H -2.706 -0.656 5.059
C 0.945 -0.406 -4.293
H -2.054 -2.823 4.008
H 2.845 4.373 -0.913
H -1.800 -1.315 -3.645
H -4.073 -6.308 3.396
H 7.440 -0.702 -1.594
H 2.039 -0.372 -4.274
C -3.992 -5.406 2.798
C -1.733 4.211 2.785
C -1.536 0.505 3.685
C 5.738 1.442 0.412
H -4.760 4.820 4.183
C 8.066 1.938 0.469
C -1.031 2.456 1.026
C 8.309 0.894 -0.421
H -2.411 5.605 4.270
C -1.437 -0.534 -2.970
H -0.283 -3.940 2.574
C -2.690 4.802 3.597
H 1.945 0.909 -1.929
C -2.039 -0.676 4.204
H 0.446 -7.754 -2.253
H -1.321 0.018 -5.520
N -1.666 0.776 -3.616
C 5.989 0.415 -0.468
H 0.549 0.971 -0.854
H -2.608 -4.936 -1.184
H 0.783 1.313 1.397
C 0.860 2.000 -4.045
C -0.381 -3.129 1.844
C -4.010 4.364 3.547
H -3.633 -2.228 0.642
H 1.489 5.886 -2.353
O 4.119 -0.114 -2.237
H 0.527 2.936 -4.505
C 0.927 -6.361 -0.691
C -4.963 -3.401 1.908
O -1.613 1.647 0.118
Pd -0.009 -0.797 -0.243
N -0.359 -0.722 2.018
H 0.318 2.330 2.769
C 4.255 1.557 0.723
H 9.325 0.687 -0.739
H -5.382 2.990 2.635
H -2.065 4.391 -0.464
N 3.520 0.615 0.103
H 8.897 2.532 0.832
H -1.846 -6.844 -2.559
C 0.481 -5.298 0.092
H -1.568 2.814 -3.220
H 0.652 -1.194 -4.995
S 4.409 -0.335 -0.833
H 0.591 -2.921 1.392
H -0.704 4.556 2.825
H -3.611 1.949 1.170
C -0.380 5.247 -1.479
C -0.824 -1.871 2.528
H -5.804 -2.722 1.819
C 0.097 -6.930 -1.640
C 1.765 4.392 -0.829
P 0.349 -0.886 -2.530
H 6.558 3.027 1.586
H -1.960 -5.792 2.226
C -2.072 3.178 1.913
H 1.945 2.007 -3.929
C -2.678 -3.962 1.368
H -1.790 1.462 4.123
C -1.620 -5.357 -1.036
N 0.263 1.949 -2.672
C 7.264 0.113 -0.903
C -0.066 1.676 1.979
N 0.443 0.884 -4.840
H 1.938 -6.732 -0.560
C -4.356 3.339 2.676
H -6.007 -4.770 3.199
O -1.548 -2.542 -0.199
H -0.987 5.908 -2.088
C -0.985 4.408 -0.559
C -1.677 -1.881 3.628
C -5.079 -4.546 2.686
H -2.021 -0.591 -2.051
C -1.263 1.861 -2.777
C -3.392 2.754 1.862
O 4.446 -1.708 -0.398
H 1.161 -4.861 0.812
C 1.150 3.549 0.099
H 1.788 2.910 0.696
H -1.615 1.770 -1.739
C -1.015 0.869 -4.909
H 0.480 2.813 -2.165
C -3.771 -3.114 1.253
C 6.773 2.222 0.894
C -0.797 -4.780 -0.065
C 0.862 0.799 -1.900
C -1.353 -3.544 0.678
O 3.845 2.450 1.463
C -2.803 -5.113 2.142
C -0.694 0.450 2.578
C -0.235 3.527 0.233
H -1.342 1.794 -5.398
*
```

Frontier orbital gap, eV: 4.6
E_HOMO, eV: -0.41
LUMO energy, eV: 4.21
ΔE to the lowest compared entry with this formula, charge and spin, eV: 0.058